# 1
Density functional theory data (ωB97M-V/def2-TZVPD) for 2 unconnected molecules or ions with the total composition CHCl3S.

Charge   0
SMILES   S=C(Cl)Cl.Cl
LUMO energy   -0.0311 hartree
HOMO-LUMO gap   8.69 eV

```
6
Properties=species:S:1:pos:R:3:forces:R:3
S -1.836 -1.023 -1.045 0.281 0.359 0.410
C -1.177 0.089 -0.088 -0.418 -0.283 -0.804
Cl -1.159 0.022 1.615 0.003 -0.010 0.342
Cl -0.439 1.530 -0.689 -0.110 0.110 0.041
Cl 1.912 -0.782 -0.071 0.225 -0.218 -0.005
H 2.699 0.164 0.277 0.019 0.042 0.016
```
Forces are in eV/Å.

Let us look at the natural (NBO) charges, expressed in e, one per atom: 0.147 -0.321 0.098 0.073 -0.266 0.269

***

# 2
Density functional theory data (ωB97M-V/def2-TZVPD) for a gas-phase ion, C7H11O6 (charge +1).

Charge   +1
LUMO energy   -0.1787 hartree
HOMO-LUMO gap   9.01 eV

```
24
Properties=species:S:1:pos:R:3:forces:R:3
C 0.085 -0.336 -1.502 0.956 -3.098 0.076
C -0.751 -0.777 -0.257 -1.979 0.393 -1.547
C 1.621 -0.646 -1.216 -3.037 -1.757 4.024
C 1.242 0.160 1.216 -0.424 -0.676 -0.216
C -0.235 -0.229 1.060 -2.764 2.300 0.758
C 1.919 0.235 0.020 0.370 -2.069 -3.616
C -1.375 0.788 1.961 4.868 -0.519 -0.497
O 0.058 1.011 -1.706 -0.572 1.547 -0.723
O -0.828 -2.185 -0.210 3.076 1.098 -0.943
O 2.326 -0.411 -2.269 2.967 3.925 -3.400
O 2.726 1.148 -0.334 1.074 0.722 -0.065
O -2.234 1.333 1.114 -2.980 2.115 -2.098
O 0.666 -1.013 1.709 -0.053 -1.099 0.161
H -0.112 -0.976 -2.444 -0.232 1.008 1.573
H -1.772 -0.320 -0.478 1.125 -0.470 0.648
H 1.747 -1.737 -0.929 -0.396 1.111 -0.019
H 1.644 0.761 1.926 0.433 2.174 2.421
H -0.664 1.498 2.412 -0.364 -0.011 0.132
H -1.739 0.155 2.704 -1.004 -1.201 1.215
H -0.504 1.249 -2.461 0.188 -0.056 0.418
H -1.645 -2.512 0.047 -2.487 -0.624 0.773
H 2.394 0.617 -2.413 -0.182 -2.855 0.063
H 3.230 1.665 0.309 -0.421 0.266 0.549
H -2.764 2.191 1.290 1.835 -2.224 0.312
```
Forces are in eV/Å.

Let us look at the natural (NBO) charges, expressed in e, one per atom: 0.096 -0.013 0.013 -0.105 0.326 0.613 0.000 -0.733 -0.699 -0.652 -0.574 -0.740 -0.377 0.227 0.232 0.255 0.214 0.163 0.181 0.511 0.494 0.497 0.538 0.533

***

# 3
Density functional theory data (ωB97M-V/def2-TZVPD) for a single C6H10N2O4 molecule.

Charge   0
LUMO energy (spin up / spin down)   -0.0768 / -0.0817 hartree
HOMO-LUMO gap (spin up / spin down)   8.08 / 7.63 eV

```
22
Properties=species:S:1:pos:R:3:forces:R:3
C -0.320 0.765 0.026 -2.106 0.265 1.598
C -1.188 0.860 -1.312 2.750 0.322 0.699
C 0.091 -0.655 0.312 -0.249 -1.803 -0.598
C -0.297 0.332 -2.360 0.686 1.418 1.111
C 1.036 -1.310 -0.807 -1.955 5.495 3.202
C 0.767 -0.612 1.682 1.940 -1.837 0.784
N 0.891 1.081 -2.837 -0.143 -0.303 -0.465
N 0.641 -2.520 -1.257 -0.041 -2.012 -1.920
O 1.299 2.091 -2.250 -1.021 -1.068 0.014
O 1.434 0.630 -3.837 -0.352 -0.057 0.361
O -0.379 -3.056 -0.854 -0.583 0.019 0.757
O 1.298 -3.015 -2.161 1.022 -0.191 -0.573
H 0.589 1.396 0.134 -0.847 0.094 -0.981
H -1.031 1.123 0.898 1.391 -0.739 -1.496
H -2.104 0.244 -1.413 0.327 0.820 0.911
H -1.245 1.947 -1.312 -0.862 0.154 -0.828
H -0.858 -1.264 0.322 1.229 0.382 0.125
H -0.758 -0.443 -2.900 0.662 -0.844 -1.568
H 1.961 -0.717 -0.981 -0.427 -1.561 -0.473
H 1.049 0.383 1.917 0.372 1.156 0.103
H 1.763 -1.189 1.738 -1.571 0.571 -0.163
H 0.186 -0.918 2.562 -0.222 -0.282 -0.601
```
Forces are in eV/Å.

Let us look at the natural (NBO) charges, expressed in e, one per atom: -0.364 -0.523 -0.323 0.062 0.070 -0.611 0.456 0.410 -0.402 -0.350 -0.407 -0.366 0.235 0.223 0.247 0.270 0.251 0.221 0.245 0.207 0.217 0.234

***

In order of appearance, strongest force on any atom = 0.95; 5.98; 6.65 eV Å⁻¹.
In order of appearance, relative energy (zero: lowest compared OMol25 entry of this formula, charge and spin) = 0.000; 2.470; 10.203 eV.